1.
Formula: C24H66O12
Source: OMol25
Level of theory: ωB97M-V/def2-TZVPD

Values from the calculation:
**Energy above the lowest of the compared OMol25 structures with the same formula, charge and spin**: 302.9 kcal/mol
**F_max**: 18.27 eV/Å
**Molar mass**: 546.78 u
**Charge**: 0
**Gap between HOMO and LUMO**: 0.3535 Ha
**2S+1**: 1

Last column: Löwdin charge in e.
Geometry (Å):
C (3.00, 1.08, 2.07)  -0.0401
C (2.58, 2.49, 1.51)  -0.4102
C (3.70, 3.06, 0.58)  -0.0774
O (1.53, 2.12, 0.60)  -0.1168
H (3.82, 1.23, 2.92)  0.1328
H (3.37, 0.57, 1.26)  0.0473
H (2.27, 0.69, 2.68)  0.0083
H (2.26, 3.40, 2.16)  0.1575
H (4.00, 2.43, -0.30)  0.0709
H (4.82, 3.18, 1.27)  0.1663
H (3.32, 3.90, 0.06)  0.0276
H (1.20, 2.83, 0.05)  0.0219
C (3.70, -0.39, -2.38)  -0.0680
C (3.66, -1.62, -3.25)  -0.5050
C (4.08, -2.89, -2.34)  0.0060
O (2.41, -1.64, -3.66)  -0.0729
H (3.67, 0.50, -2.91)  0.0462
H (4.54, -0.37, -1.67)  0.0822
H (2.88, -0.42, -1.65)  0.0807
H (4.31, -1.43, -4.17)  0.1570
H (3.95, -3.78, -2.89)  0.0545
H (3.43, -2.96, -1.54)  0.0286
H (5.17, -2.74, -2.10)  0.0996
H (2.27, -0.90, -4.33)  0.1685
C (1.88, 1.88, 6.00)  -0.0274
C (0.60, 2.37, 5.21)  -0.5288
C (-0.32, 1.48, 4.50)  -0.0500
O (-0.14, 3.20, 6.14)  -0.1264
H (2.27, 1.11, 5.16)  0.1175
H (1.44, 1.41, 6.84)  0.0453
H (2.46, 2.69, 6.44)  0.0707
H (1.04, 3.06, 4.57)  0.0821
H (-1.01, 2.05, 4.00)  0.0478
H (-0.87, 0.84, 5.20)  0.1048
H (0.03, 0.92, 3.62)  0.0759
H (0.05, 4.25, 5.76)  0.2008
C (-0.79, -5.22, -3.33)  -0.0824
C (0.01, -4.07, -2.83)  -0.5557
C (0.70, -4.14, -1.50)  -0.0568
O (1.03, -3.93, -3.82)  -0.0800
H (-0.26, -6.26, -2.97)  0.1276
H (-0.96, -5.13, -4.48)  0.1051
H (-1.81, -5.21, -2.70)  0.0904
H (-0.64, -3.17, -2.84)  0.1252
H (0.12, -4.08, -0.52)  0.1027
H (1.27, -3.25, -1.48)  0.0332
H (1.40, -4.97, -1.42)  0.0879
H (1.35, -3.01, -3.86)  0.0440
C (-5.92, 2.68, -0.96)  -0.0455
C (-4.55, 3.39, -1.17)  -0.5671
C (-4.67, 4.86, -1.23)  -0.0411
O (-3.72, 3.08, -0.15)  -0.0700
H (-6.37, 2.86, -1.87)  0.0328
H (-6.58, 3.10, -0.13)  0.1048
H (-5.99, 1.60, -0.79)  0.0640
H (-4.14, 2.90, -2.06)  0.1365
H (-3.89, 5.16, -1.73)  0.0070
H (-5.03, 5.24, -0.30)  0.0847
H (-5.48, 5.23, -2.02)  0.1337
H (-3.43, 2.09, -0.15)  0.1044
C (-5.46, -1.67, -1.15)  -0.0149
C (-4.53, -2.65, -0.62)  -0.4039
C (-3.38, -2.88, -1.72)  -0.0077
O (-3.87, -2.16, 0.56)  -0.0483
H (-5.78, -2.02, -2.02)  0.0665
H (-5.07, -0.93, -1.26)  -0.0775
H (-6.24, -1.43, -0.34)  0.1557
H (-5.02, -3.44, -0.60)  0.0601
H (-3.95, -3.24, -2.70)  0.1395
H (-2.54, -3.41, -1.41)  0.0281
H (-3.07, -2.02, -2.16)  0.0268
H (-3.39, -2.92, 1.01)  0.1531
O (0.03, 4.16, -0.42)  -0.1050
C (-0.11, 3.82, -1.84)  -0.2193
C (1.14, 3.25, -2.39)  -0.2760
O (1.01, 2.99, -3.82)  -0.0318
H (-0.79, 4.50, 0.04)  0.1275
H (-0.81, 2.88, -2.00)  0.1548
H (-0.54, 4.72, -2.53)  0.1660
H (1.52, 2.44, -1.88)  0.0765
H (1.98, 3.88, -2.05)  0.1244
H (0.91, 3.87, -4.14)  0.0591
O (4.19, -4.11, 2.98)  -0.0547
C (3.57, -2.91, 3.02)  -0.3089
C (2.04, -3.14, 3.22)  -0.2533
O (1.37, -1.93, 3.02)  -0.1420
H (4.66, -4.30, 3.86)  0.1407
H (3.90, -2.40, 3.78)  0.0615
H (3.83, -2.26, 2.20)  0.1164
H (1.91, -3.72, 4.21)  0.1522
H (1.84, -3.83, 2.50)  0.0668
H (1.61, -1.46, 2.02)  0.1639
O (0.76, -0.58, 0.42)  -0.0757
C (-0.54, -0.68, -0.28)  -0.0945
C (-1.50, 0.40, 0.32)  -0.2027
O (-2.80, 0.29, -0.19)  -0.0844
H (0.96, 0.29, 0.62)  -0.0186
H (-0.33, -0.51, -1.28)  0.1113
H (-0.75, -1.52, -0.13)  -0.0076
H (-1.07, 1.41, 0.51)  0.1129
H (-1.52, 0.46, 1.45)  0.1320
H (-3.22, -0.55, 0.10)  0.0679

---

2.
Formula: C24H66O12
Source: OMol25
Level of theory: ωB97M-V/def2-TZVPD

Values from the calculation:
**Energy above the lowest of the compared OMol25 structures with the same formula, charge and spin**: 41.9 kcal/mol
**F_max**: 2.25 eV/Å
**Molar mass**: 546.78 u
**Charge**: 0
**Gap between HOMO and LUMO**: 0.3694 Ha
**2S+1**: 1

Last column: Löwdin charge in e.
Geometry (Å):
C (1.50, -0.22, -1.25)  -0.0721
C (0.31, -0.34, -0.40)  -0.4907
C (-0.40, 1.05, -0.11)  -0.0312
O (-0.68, -1.24, -0.93)  -0.0626
H (2.38, 0.08, -0.68)  0.0888
H (1.28, 0.42, -2.11)  0.0863
H (1.71, -1.19, -1.71)  0.0791
H (0.62, -0.74, 0.57)  0.1214
H (0.32, 1.86, 0.00)  0.0736
H (-1.04, 0.93, 0.76)  0.0670
H (-1.00, 1.25, -1.00)  0.0715
H (-0.26, -2.09, -1.10)  0.0756
C (4.31, 3.32, -4.30)  -0.0482
C (4.28, 2.24, -5.45)  -0.4569
C (5.26, 2.57, -6.57)  -0.0619
O (4.71, 1.00, -4.89)  -0.0845
H (3.73, 2.99, -3.44)  0.0733
H (3.95, 4.22, -4.80)  0.0697
H (5.32, 3.59, -3.98)  0.0704
H (3.26, 2.01, -5.76)  0.1340
H (6.25, 2.44, -6.11)  0.0778
H (5.06, 3.56, -6.95)  0.0755
H (5.26, 1.87, -7.40)  0.0773
H (5.54, 1.14, -4.42)  0.0630
C (-5.95, -1.52, -4.11)  -0.0505
C (-4.49, -1.35, -3.73)  -0.5331
C (-3.83, -0.10, -4.21)  -0.0650
O (-4.49, -1.37, -2.34)  -0.0489
H (-5.98, -1.83, -5.16)  0.0741
H (-6.55, -0.62, -4.01)  0.0853
H (-6.38, -2.40, -3.64)  0.0811
H (-3.93, -2.21, -4.10)  0.1307
H (-4.31, 0.79, -3.79)  0.0841
H (-3.98, 0.09, -5.27)  0.0779
H (-2.76, 0.02, -4.04)  0.0781
H (-3.58, -1.34, -2.04)  0.0812
C (-1.08, 0.07, 5.12)  -0.0486
C (-1.43, 0.21, 6.62)  -0.5066
C (-2.19, 1.48, 6.98)  -0.0599
O (-2.15, -0.94, 7.03)  -0.0468
H (-2.00, -0.05, 4.55)  0.0768
H (-0.46, -0.79, 4.89)  0.0727
H (-0.57, 0.97, 4.78)  0.0737
H (-0.49, 0.19, 7.17)  0.1269
H (-1.71, 2.39, 6.62)  0.0711
H (-2.14, 1.62, 8.06)  0.0712
H (-3.24, 1.46, 6.71)  0.0823
H (-2.17, -0.90, 7.99)  0.0869
C (-7.59, 2.37, 1.66)  -0.0537
C (-6.75, 1.09, 1.53)  -0.5023
C (-6.81, 0.05, 2.70)  -0.0479
O (-7.19, 0.42, 0.40)  -0.0485
H (-7.30, 2.92, 2.56)  0.0678
H (-8.67, 2.25, 1.75)  0.0796
H (-7.33, 3.10, 0.89)  0.0732
H (-5.70, 1.37, 1.42)  0.1260
H (-6.17, -0.80, 2.48)  0.0687
H (-7.84, -0.30, 2.79)  0.0781
H (-6.40, 0.45, 3.64)  0.0679
H (-6.45, -0.15, 0.18)  0.0868
C (-3.05, 5.18, 3.02)  -0.0646
C (-2.32, 6.46, 3.33)  -0.5358
C (-0.92, 6.24, 3.93)  -0.0471
O (-2.12, 7.13, 2.13)  -0.0382
H (-3.08, 4.46, 3.83)  0.0771
H (-2.51, 4.63, 2.25)  0.0786
H (-3.98, 5.30, 2.45)  0.0774
H (-2.90, 7.04, 4.04)  0.1308
H (-1.00, 5.60, 4.81)  0.0726
H (-0.45, 7.17, 4.26)  0.0774
H (-0.32, 5.78, 3.16)  0.0833
H (-3.02, 7.23, 1.81)  0.0887
O (3.67, -3.17, 2.74)  -0.0729
C (3.92, -3.95, 3.88)  -0.2506
C (5.43, -3.84, 4.24)  -0.2226
O (6.27, -4.53, 3.30)  -0.0646
H (2.80, -3.38, 2.40)  0.0851
H (3.28, -3.63, 4.70)  0.1095
H (3.57, -4.95, 3.63)  0.1167
H (5.70, -4.27, 5.21)  0.1131
H (5.72, -2.81, 4.41)  0.1138
H (6.13, -3.97, 2.54)  0.0710
O (8.23, -2.24, -0.47)  -0.0658
C (7.72, -1.46, -1.54)  -0.2402
C (8.48, -0.09, -1.68)  -0.2173
O (7.96, 0.67, -2.79)  -0.0810
H (9.06, -2.64, -0.74)  0.0830
H (7.56, -2.00, -2.47)  0.1185
H (6.70, -1.24, -1.23)  0.1138
H (9.52, -0.33, -1.92)  0.1055
H (8.51, 0.44, -0.73)  0.1175
H (8.19, 1.59, -2.65)  0.0773
O (-0.17, -5.24, -2.54)  -0.0807
C (-0.47, -5.51, -3.92)  -0.2266
C (-0.09, -6.94, -4.42)  -0.2459
O (-1.03, -7.94, -4.08)  -0.0588
H (-0.41, -6.01, -2.02)  0.0775
H (-1.53, -5.33, -4.11)  0.1089
H (0.08, -4.79, -4.51)  0.1119
H (0.90, -7.16, -4.03)  0.1190
H (0.02, -6.82, -5.50)  0.1118
H (-1.66, -8.06, -4.79)  0.0864

---

3.
Formula: C24H67F6NO16S2V2
Source: OMol25
Level of theory: ωB97M-V/def2-TZVPD

Values from the calculation:
**<S²>**: 15.757
**F_max**: 7.02 eV/Å
**Molar mass**: 905.80 u
**Charge**: +1
**Gap between HOMO and LUMO (alpha / beta)**: 0.2147 / 0.2871 Ha
**2S+1**: 8

Last column: Löwdin charge in e.
Geometry (Å):
V (0.17, -2.45, 1.65)  0.8715
V (3.51, -2.84, 1.85)  0.8694
C (1.78, 1.61, 1.32)  -0.6527
F (1.04, 1.27, 2.33)  0.1643
F (1.31, 2.73, 0.71)  0.1453
F (2.98, 1.95, 1.72)  0.1545
S (1.92, 0.06, 0.13)  0.7986
O (2.18, 0.54, -1.22)  -0.2501
O (2.98, -0.79, 0.71)  -0.3909
N (0.32, -0.75, 0.42)  -0.3936
S (-0.70, -0.10, -0.52)  0.5865
O (-2.10, -0.42, -0.13)  -0.3071
O (-0.55, 1.30, -0.86)  -0.2818
C (-0.29, -1.09, -2.27)  -0.6612
F (-0.12, -0.24, -3.25)  0.1605
F (0.81, -1.80, -2.14)  0.1055
F (-1.18, -1.99, -2.51)  0.1823
O (1.80, -3.29, 0.69)  -0.5052
H (1.82, -3.51, -0.26)  0.0037
C (-2.14, 2.13, -4.77)  -0.0646
C (-2.94, 1.36, -3.75)  -0.3794
O (-3.16, 2.11, -2.65)  -0.0599
H (-2.73, 2.98, -5.11)  0.0830
H (-1.90, 1.51, -5.64)  0.0801
H (-1.24, 2.46, -4.26)  0.0707
H (-2.51, 0.41, -3.41)  0.0880
H (-3.88, 1.05, -4.19)  0.1208
H (-2.30, 2.49, -2.47)  0.0340
C (6.63, 0.12, 2.27)  -0.0424
C (5.49, -0.62, 2.98)  -0.2778
O (5.24, -1.77, 2.25)  -0.2185
H (7.56, -0.43, 2.17)  0.0861
H (6.87, 1.02, 2.83)  0.0812
H (6.30, 0.43, 1.28)  0.0718
H (4.57, -0.07, 3.16)  0.1192
H (5.85, -0.88, 3.98)  0.1217
H (6.07, -2.25, 2.29)  0.1186
C (-4.70, -1.44, -1.31)  -0.0696
C (-6.08, -1.90, -0.80)  -0.2875
O (-6.88, -2.60, -1.79)  -0.0959
H (-4.28, -0.77, -0.56)  0.0354
H (-4.71, -0.79, -2.19)  0.0769
H (-4.05, -2.31, -1.35)  0.0673
H (-6.76, -1.14, -0.42)  0.1002
H (-5.96, -2.65, -0.02)  0.0932
H (-7.69, -2.86, -1.35)  0.0723
C (5.45, -1.50, -1.21)  -0.0391
C (4.58, -2.81, -1.13)  -0.2056
O (4.73, -3.47, 0.15)  -0.1679
H (5.47, -0.84, -0.35)  0.0466
H (5.11, -0.92, -2.07)  0.0749
H (6.50, -1.64, -1.48)  0.0776
H (4.78, -3.53, -1.91)  0.1243
H (3.53, -2.53, -1.16)  0.0822
H (5.35, -4.20, 0.05)  0.1167
C (-1.24, 4.85, -1.71)  -0.0516
C (-1.08, 5.85, -2.89)  -0.2697
O (-1.55, 5.31, -4.15)  -0.0954
H (-0.60, 4.98, -0.84)  0.0760
H (-1.13, 3.87, -2.16)  0.0380
H (-2.28, 4.81, -1.39)  0.0691
H (-0.05, 6.16, -3.06)  0.1008
H (-1.58, 6.79, -2.69)  0.0999
H (-1.31, 5.80, -4.94)  0.0819
C (2.13, -1.15, -5.86)  -0.0587
C (2.96, -1.60, -4.62)  -0.3664
O (4.20, -1.98, -5.03)  -0.0474
H (1.83, -2.02, -6.44)  0.0771
H (2.62, -0.35, -6.41)  0.0775
H (1.20, -0.69, -5.54)  0.0542
H (2.29, -2.32, -4.17)  0.0916
H (3.02, -0.79, -3.89)  0.0964
H (4.72, -2.52, -4.43)  0.0778
C (-1.92, 1.91, 4.15)  -0.0479
C (-0.98, 1.20, 5.19)  -0.2816
O (-1.26, -0.17, 5.36)  -0.0769
H (-1.34, 2.55, 3.48)  0.0639
H (-2.60, 2.63, 4.61)  0.0709
H (-2.50, 1.18, 3.58)  0.0645
H (-1.08, 1.71, 6.15)  0.1128
H (0.01, 1.42, 4.79)  0.0909
H (-0.59, -0.56, 5.93)  0.1042
C (-0.14, -6.02, -0.23)  -0.0483
C (-0.73, -4.67, -0.76)  -0.2927
O (-1.22, -3.83, 0.26)  -0.1110
H (0.25, -6.60, -1.06)  0.0837
H (-0.88, -6.53, 0.41)  0.0778
H (0.70, -5.82, 0.43)  0.0548
H (-1.42, -4.90, -1.57)  0.1285
H (0.06, -4.14, -1.29)  0.0883
H (-2.09, -4.22, 0.35)  0.1048
C (-4.55, 2.44, 0.52)  -0.0496
C (-6.08, 2.03, 0.23)  -0.2687
O (-6.19, 1.56, -1.10)  -0.0950
H (-3.92, 1.55, 0.46)  0.0430
H (-4.42, 2.70, 1.57)  0.0546
H (-4.20, 3.25, -0.13)  0.0655
H (-6.80, 2.84, 0.35)  0.1036
H (-6.39, 1.18, 0.83)  0.0895
H (-5.28, 1.44, -1.36)  0.0353
C (-3.51, -2.28, 2.45)  -0.0527
C (-2.46, -2.86, 3.38)  -0.2719
O (-1.31, -2.07, 3.20)  -0.1831
H (-4.44, -2.77, 2.74)  0.0858
H (-3.35, -2.57, 1.41)  0.0538
H (-3.65, -1.20, 2.46)  0.0887
H (-2.24, -3.92, 3.30)  0.1212
H (-2.74, -2.81, 4.43)  0.1263
H (-1.28, -1.39, 3.88)  0.0607
C (2.63, 4.35, 3.81)  -0.0797
C (4.08, 4.18, 4.26)  -0.2970
O (4.91, 4.01, 3.10)  -0.0850
H (2.26, 5.20, 3.24)  0.0829
H (1.99, 4.46, 4.68)  0.0722
H (2.33, 3.43, 3.30)  0.0341
H (4.11, 3.43, 5.04)  0.1061
H (4.41, 5.13, 4.69)  0.1086
H (5.83, 4.20, 3.31)  0.0790

---

4.
Formula: C24H67N5O7
Source: OMol25
Level of theory: ωB97M-V/def2-TZVPD

Values from the calculation:
**Energy above the lowest of the compared OMol25 structures with the same formula, charge and spin**: 22.3 kcal/mol
**F_max**: 1.72 eV/Å
**Molar mass**: 537.83 u
**Charge**: 0
**Gap between HOMO and LUMO**: 0.3432 Ha
**2S+1**: 1

Last column: Löwdin charge in e.
Geometry (Å):
C (4.66, 4.82, -2.00)  -0.0923
O (4.85, 3.41, -2.04)  -0.1944
C (3.83, 2.66, -1.42)  -0.2193
C (4.35, 1.26, -1.16)  -0.4187
C (4.46, 0.43, -2.44)  -0.0457
N (3.51, 0.57, -0.16)  0.0466
H (5.47, 5.27, -2.57)  0.0887
H (4.65, 5.11, -0.95)  0.0852
H (3.67, 5.08, -2.39)  0.0846
H (3.60, 3.17, -0.47)  0.1117
H (2.88, 2.76, -1.96)  0.1261
H (5.38, 1.37, -0.80)  0.1407
H (5.05, 0.97, -3.17)  0.0808
H (3.47, 0.26, -2.88)  0.0743
H (4.89, -0.55, -2.23)  0.0809
H (3.56, 1.17, 0.67)  0.0866
H (4.01, -0.28, 0.10)  0.0957
C (0.74, 5.43, -0.02)  -0.1064
O (-0.22, 5.55, 1.02)  -0.2006
C (-1.24, 6.49, 0.70)  -0.2128
C (-2.44, 6.19, 1.59)  -0.4423
C (-3.38, 5.15, 1.04)  -0.0671
N (-3.20, 7.45, 1.79)  0.0276
H (1.60, 4.87, 0.35)  0.0765
H (1.08, 6.40, -0.41)  0.0904
H (0.24, 4.81, -0.78)  0.0811
H (-0.84, 7.49, 0.92)  0.1230
H (-1.46, 6.53, -0.38)  0.1276
H (-1.98, 5.86, 2.53)  0.1372
H (-4.19, 4.88, 1.73)  0.0737
H (-2.84, 4.21, 0.86)  0.0749
H (-3.87, 5.54, 0.14)  0.0846
H (-4.05, 7.20, 2.27)  0.0639
H (-2.66, 8.06, 2.40)  0.0685
C (-0.32, 0.68, 2.73)  -0.0994
O (-0.48, -0.08, 3.91)  -0.1858
C (-0.79, -1.43, 3.65)  -0.2196
C (-1.22, -2.16, 4.91)  -0.4441
C (-0.19, -2.10, 6.03)  -0.0542
N (-1.49, -3.56, 4.52)  0.0398
H (-1.25, 0.62, 2.15)  0.0612
H (0.52, 0.23, 2.19)  0.0842
H (-0.06, 1.71, 2.96)  0.0931
H (-1.56, -1.49, 2.87)  0.1050
H (0.13, -1.87, 3.24)  0.1226
H (-2.13, -1.64, 5.26)  0.1360
H (0.01, -1.06, 6.27)  0.0768
H (0.68, -2.70, 5.76)  0.0810
H (-0.67, -2.56, 6.89)  0.0743
H (-2.16, -3.57, 3.75)  0.0626
H (-2.07, -3.90, 5.30)  0.0738
C (-1.64, -1.84, -5.83)  -0.1201
O (-0.35, -2.26, -5.48)  -0.2028
C (-0.10, -2.41, -4.09)  -0.1987
C (1.37, -2.74, -3.88)  -0.4196
C (1.78, -4.04, -4.55)  -0.0529
N (1.68, -2.78, -2.43)  0.0457
H (-1.82, -0.84, -5.42)  0.0836
H (-2.40, -2.57, -5.53)  0.0871
H (-1.67, -1.72, -6.91)  0.0855
H (-0.32, -1.43, -3.63)  0.1173
H (-0.82, -3.14, -3.69)  0.1262
H (1.99, -1.91, -4.24)  0.1347
H (1.30, -4.12, -5.53)  0.0713
H (1.46, -4.87, -3.91)  0.0766
H (2.86, -4.07, -4.66)  0.0742
H (1.43, -1.84, -2.10)  0.0326
H (0.94, -3.35, -2.01)  0.0394
C (-1.80, -3.76, -0.72)  -0.1084
O (-0.41, -3.94, -0.60)  -0.2191
C (-0.08, -4.72, 0.54)  -0.2073
C (1.46, -4.79, 0.69)  -0.4236
C (1.74, -5.61, 1.94)  -0.0707
N (2.04, -3.44, 0.81)  0.0532
H (-2.29, -3.49, 0.22)  0.0819
H (-2.29, -4.65, -1.13)  0.0915
H (-1.99, -2.86, -1.31)  0.0815
H (-0.47, -4.40, 1.51)  0.1159
H (-0.49, -5.72, 0.35)  0.1276
H (1.87, -5.23, -0.22)  0.1390
H (1.58, -5.06, 2.87)  0.0741
H (2.78, -5.94, 1.89)  0.0756
H (1.16, -6.53, 1.97)  0.0745
H (1.36, -2.84, 1.29)  0.0556
H (2.01, -3.04, -0.12)  0.0295
C (-5.15, -0.11, 0.78)  -0.0858
C (-3.98, -0.23, 1.75)  -0.3228
O (-4.30, -1.29, 2.65)  -0.0903
H (-5.02, 0.76, 0.12)  0.0735
H (-6.08, 0.10, 1.31)  0.0735
H (-5.25, -1.00, 0.17)  0.0759
H (-3.75, 0.69, 2.29)  0.1115
H (-3.06, -0.47, 1.21)  0.0851
H (-5.03, -0.94, 3.18)  0.0817
C (-0.47, 1.70, -1.94)  -0.0706
C (-0.21, 0.67, -0.84)  -0.3038
O (0.87, -0.16, -1.21)  -0.1233
H (-1.36, 2.28, -1.67)  0.0687
H (-0.57, 1.36, -2.97)  0.0675
H (0.32, 2.45, -1.86)  0.0475
H (-1.12, 0.10, -0.62)  0.0999
H (0.05, 1.17, 0.10)  0.0904
H (1.70, 0.15, -0.81)  0.0321

---

The highest 2S+1 belongs to which entry? C24H67F6NO16S2V2